# C12H13BF4N6S2Sn

A molecular structure, C12H13BF4N6S2Sn (ωB97M-V with the def2-TZVPD basis set, the OMol25 dataset).

```
39
Properties=species:S:1:pos:R:3:forces:R:3
Sn 0.00967 0.53222 -0.86997 -0.083 0.102 -0.157
C 2.19667 1.51935 -5.92421 -0.013 -0.079 0.171
S 1.53516 -0.14792 -5.71225 0.034 0.097 -0.187
C 1.06499 -0.21940 -4.03204 -0.028 -0.170 0.296
S 1.39199 1.11665 -2.96545 -0.044 0.179 0.156
N 0.52737 -1.36021 -3.73872 0.022 0.027 -0.234
N 0.11253 -1.49261 -2.44036 0.086 0.205 0.221
C -0.13031 -2.69509 -2.09845 -0.155 -0.227 -0.019
C -0.61847 -3.08177 -0.76447 0.025 -0.020 -0.005
C -0.73337 -4.43124 -0.45639 -0.010 -0.088 -0.151
C -1.19651 -4.79589 0.79668 -0.028 -0.038 0.080
C -1.53379 -3.80179 1.69783 0.020 -0.022 0.001
C -1.38063 -2.47736 1.30594 0.024 0.092 -0.046
N -0.93307 -2.12097 0.10738 0.057 0.031 0.056
H 2.28587 1.65961 -7.00037 0.017 -0.030 0.016
H 3.17378 1.61379 -5.45378 -0.058 0.035 -0.037
H 1.51119 2.25677 -5.51534 0.024 0.021 -0.054
H 0.01217 -3.48128 -2.83854 0.026 -0.024 0.045
H -0.46790 -5.17699 -1.19614 -0.006 0.024 0.048
H -1.29270 -5.84047 1.06568 0.001 0.032 -0.025
H -1.90143 -4.03839 2.68751 0.011 0.021 -0.036
H -1.61966 -1.66567 1.98397 0.018 0.004 -0.021
F -0.85078 2.87568 -0.67983 0.120 0.099 0.055
B 0.27764 3.55232 -0.04780 0.002 0.360 0.044
F -0.12190 4.05585 1.18871 0.146 -0.217 -0.475
F 0.79390 4.51071 -0.88987 -0.194 -0.403 0.314
F 1.23140 2.47042 0.13898 -0.066 0.085 -0.120
N -1.55962 3.32065 4.15048 -0.128 -0.194 0.012
C -0.77884 2.27106 3.75287 0.157 0.136 0.052
C -0.97534 1.65301 2.50321 0.032 -0.023 -0.185
N -0.18711 0.68919 2.08646 -0.006 -0.106 0.064
C 0.79786 0.28335 2.90096 -0.076 -0.002 0.013
C 0.95139 0.85647 4.14321 -0.042 0.044 0.039
N 0.17084 1.84882 4.57656 0.035 -0.019 -0.007
H -2.00542 3.85814 3.42810 0.043 0.063 -0.075
H -1.20190 3.84828 4.92732 0.041 0.036 0.048
H -1.74577 2.00607 1.82354 0.011 -0.036 0.068
H 1.45647 -0.49869 2.54185 -0.017 0.016 0.035
H 1.73363 0.52736 4.81672 0.003 -0.010 0.001
```
Positions in Å, forces in eV/Å.

Gap between HOMO and LUMO: 0.26504 hartree
Energy relative to the best compared isomer or geometry (same formula, charge and spin): 20.07 kcal per mole
E_LUMO: -0.0491 Eh
Spin multiplicity: 1
Charge: 0

=====

# C12H13BrCl24IO2S

7 unconnected molecules or ions with the total composition C12H13BrCl24IO2S (ωB97M-V with the def2-TZVPD basis set, the OMol25 dataset).

```
54
Properties=species:S:1:pos:R:3:forces:R:3
C -0.24843 3.20057 -0.82626 0.086 -0.363 0.397
C -0.42869 1.72252 -0.33399 -0.377 0.770 -0.009
C -1.55937 1.70975 0.75770 0.801 0.891 -0.830
Br -3.30565 1.20030 -0.02824 1.012 0.082 0.564
S -1.16558 0.66190 2.23459 0.605 -0.494 0.630
I -0.58458 2.27685 3.96279 -0.140 -0.594 -0.884
O 0.24930 -0.15786 2.01560 -1.516 1.577 -0.107
C 0.02489 -1.42725 1.36445 0.800 -1.977 -1.015
C 0.62127 -1.43723 -0.09210 0.679 0.127 0.705
C 2.11942 -0.98133 -0.02823 -0.241 0.391 -0.268
O 0.58657 -2.80675 -0.48362 -0.428 0.316 0.440
H 0.29768 3.75155 -0.02925 -0.357 -0.188 -0.538
H 0.38378 3.21100 -1.73428 -0.483 0.103 0.416
H -1.22238 3.70874 -0.99620 0.654 -0.375 -0.137
H 0.55516 1.41936 0.08084 -0.742 -0.199 -0.226
H -0.76765 1.05072 -1.14772 0.509 0.401 0.460
H -1.67369 2.75234 1.12329 -0.119 -0.842 0.084
H 0.63483 -2.17685 1.92230 -0.439 0.644 -0.154
H -1.02615 -1.78048 1.41139 0.421 0.510 -0.075
H 0.00566 -0.83511 -0.79746 0.447 -0.254 0.534
H 2.73042 -1.79605 0.41848 -0.476 0.421 -0.437
H 2.30489 -0.07610 0.59038 -0.331 -0.470 -0.348
H 2.46363 -0.73786 -1.05976 -0.043 -0.381 0.937
H 0.80536 -2.87346 -1.41632 0.018 0.006 -0.113
C 3.33851 0.42085 -4.51866 0.321 0.037 -0.387
Cl 2.18742 -0.48017 -3.50576 0.034 0.397 -0.225
Cl 4.98675 0.09442 -3.95979 -0.227 0.016 0.005
Cl 3.16338 -0.12593 -6.19434 0.384 0.192 0.268
Cl 3.04521 2.17332 -4.46208 -0.140 -0.348 0.191
C -4.93696 -0.67723 4.36990 -0.252 -0.165 0.231
Cl -3.67039 -0.68803 5.61291 -0.031 0.022 -0.130
Cl -4.21840 -0.23644 2.80560 -0.309 -0.051 0.148
Cl -5.65942 -2.28593 4.24655 0.099 0.244 0.023
Cl -6.18032 0.50585 4.80204 0.217 -0.138 -0.091
C -4.18488 -5.30551 2.12169 -0.080 -0.234 0.012
Cl -3.28837 -3.79063 1.89044 0.003 -0.020 -0.024
Cl -5.87728 -5.06195 1.65868 0.198 0.011 0.055
Cl -3.47021 -6.57281 1.11310 -0.079 0.187 0.126
Cl -4.09989 -5.78384 3.82532 0.001 0.089 -0.187
C 2.68346 -0.85088 4.93488 0.205 -0.076 0.114
Cl 3.28502 -1.98803 3.71625 -0.107 0.133 0.090
Cl 3.49951 -1.14723 6.47540 -0.159 0.058 -0.253
Cl 3.00913 0.81098 4.40303 -0.035 -0.144 0.010
Cl 0.93415 -1.07898 5.14018 0.064 -0.037 0.033
C 3.07932 7.29705 -2.18794 0.094 0.152 -0.071
Cl 2.34609 8.64243 -3.07343 0.065 -0.178 0.103
Cl 4.82656 7.55125 -2.06515 -0.207 -0.059 -0.008
Cl 2.38101 7.21573 -0.55869 0.033 -0.058 -0.143
Cl 2.76427 5.77914 -3.05577 -0.006 0.104 0.128
C -0.34791 -2.79649 -6.08747 -0.166 0.045 -0.293
Cl 0.04567 -3.98532 -7.33767 -0.024 0.151 0.178
Cl 0.40906 -3.28964 -4.55975 -0.022 -0.009 -0.089
Cl 0.25449 -1.20058 -6.58387 -0.399 -0.429 0.140
Cl -2.10567 -2.72464 -5.87393 0.186 0.004 0.021
```
Positions in Å, forces in eV/Å.

Gap between HOMO and LUMO: 0.26562 hartree
E_LUMO: -0.2078 Eh
Spin multiplicity: 1
Charge: +1

=====

# C12H13BrMgO

A molecular structure, C12H13BrMgO (ωB97M-V with the def2-TZVPD basis set, the OMol25 dataset).

```
28
Properties=species:S:1:pos:R:3:forces:R:3
C -2.13507 -0.63883 0.52714 -0.453 0.124 0.370
C -1.89559 -1.13135 1.82827 -1.604 0.229 -0.087
C -1.90291 -0.03830 2.72635 -1.766 0.335 -0.220
H -1.88998 -2.18095 2.09343 0.475 0.209 -0.027
C -2.15040 1.14996 1.97448 0.046 -0.497 0.705
C -2.26038 0.77555 0.61132 -0.275 -0.148 -0.557
H -2.47650 1.43632 -0.22208 0.153 -0.085 0.126
H -2.23791 -1.25742 -0.35976 0.314 0.327 0.116
H -1.97228 -0.10618 3.80878 0.505 0.049 -0.246
H -2.32216 2.13375 2.40291 0.201 -0.107 -0.182
Mg -0.07927 0.28076 1.20894 0.776 -1.332 0.619
Br 1.13048 -0.72482 -0.58686 0.333 0.108 -0.138
C 2.55841 0.86634 -3.52834 -0.600 -0.348 -0.604
C 1.45801 1.65909 -3.96160 0.102 -0.813 -0.131
C 0.46371 0.78101 -4.48447 0.726 -0.223 0.217
H 1.39917 2.74095 -3.92361 -0.044 0.016 0.063
C 0.95340 -0.55193 -4.37263 0.533 0.697 0.060
C 2.24771 -0.49823 -3.78477 -0.412 0.777 -0.473
H 2.88159 -1.34762 -3.56317 -0.047 -0.002 0.101
H 3.47986 1.23182 -3.09134 -0.046 0.022 0.102
H -0.48696 1.07494 -4.91588 -0.033 0.010 0.069
H 0.44258 -1.45196 -4.69505 -0.064 0.006 0.080
C 0.84773 -0.33322 4.35352 0.004 -0.872 2.090
C 0.54310 -1.16898 3.16646 0.437 5.124 -4.107
O 0.66362 -2.28750 2.81067 0.498 -3.018 1.733
H 0.62758 0.73507 4.18855 0.040 -0.778 -0.067
H 1.92399 -0.45145 4.60405 -0.346 -0.042 0.136
H 0.18847 -0.69683 5.18466 0.545 0.230 0.253
```
Positions in Å, forces in eV/Å.

Gap between HOMO and LUMO: 0.16463 hartree
E_LUMO: 0.1811 Eh
Spin multiplicity: 1
Charge: -2

=====

# C12H13CeClO

A molecular structure, C12H13CeClO (ωB97M-V with the def2-TZVPD basis set, the OMol25 dataset).

```
28
Properties=species:S:1:pos:R:3:forces:R:3
C -3.06688 -1.09641 -0.47056 -0.986 1.221 -1.709
C -2.21472 -1.29093 -1.63227 -1.283 0.650 0.489
C -1.66178 -0.02379 -2.00072 -1.156 -0.067 0.127
H -2.04173 -2.25014 -2.12991 0.089 0.440 0.333
C -2.16561 0.96697 -1.11174 -1.428 -0.574 0.257
C -3.03476 0.32605 -0.13244 -0.693 -0.411 -2.487
H -3.54100 0.80422 0.70844 0.164 -0.129 -0.270
H -3.56317 -1.87925 0.10413 0.026 0.167 -0.225
H -1.05158 0.16938 -2.88516 0.027 -0.136 0.618
H -1.98144 2.04145 -1.17366 0.173 -0.498 0.176
Ce -0.98625 -0.67404 0.50644 7.137 0.546 2.096
Cl 0.11398 -2.81552 1.25735 -0.227 -0.316 0.098
C 3.26887 0.08258 -0.18830 -0.362 0.339 0.094
C 2.55858 1.25236 -0.61205 0.129 -0.498 0.537
C 1.85164 0.92340 -1.78761 -0.649 -0.067 0.435
H 2.50302 2.20332 -0.06584 0.152 -0.442 -0.391
C 2.12279 -0.44197 -2.10938 -0.572 -0.577 0.393
C 2.99109 -0.95716 -1.11622 -0.262 -0.017 0.173
H 3.31678 -2.00140 -1.03054 -0.027 0.569 -0.130
H 3.87176 -0.00569 0.73721 -0.367 0.076 -0.816
H 1.16192 1.57729 -2.32305 0.370 -0.046 -0.019
H 1.66059 -1.01385 -2.92967 0.472 0.365 0.324
C 0.00615 0.55402 3.85808 -0.189 1.296 0.238
C -0.21201 0.57130 2.40140 -0.448 -0.131 -1.436
O -0.01511 1.41256 1.52223 -0.466 -0.955 0.991
H 0.91529 -0.02175 4.04801 -0.063 0.038 0.086
H -0.85566 0.00925 4.24693 0.243 -0.045 0.332
H 0.04924 1.57774 4.30890 0.198 -0.798 -0.314
```
Positions in Å, forces in eV/Å.

Gap between HOMO and LUMO (alpha / beta): 0.15713 / 0.15712 hartree
E_LUMO (alpha / beta): -0.0658 / -0.0659 Eh
Spin multiplicity: 1
Charge: 0

=====

Asked for DFT total energy across the records above, the calculation gives -60650.19021, -406255.81462, -90187.49613, -40149.18951 eV in order.